Computed, not measured: a cluster of 2 separate species, C16H15Cl2N3O3 in total at a distorted geometry, with wB97M-V/def2-TZVPD.

Geometry (Å):
N1 -1.16907 -0.95312 2.73395
C1 -0.08311 -0.51421 2.65823
C2 1.19222 0.09791 2.63663
C3 1.23646 1.44659 2.89244
C4 0.02245 2.18564 2.93871
N2 -0.98426 2.78107 3.00496
C5 2.48889 2.17222 3.14530
O1 2.49296 3.39618 3.23965
C6 3.70526 1.32674 3.28521
Cl1 5.12812 2.13595 3.73460
C7 3.67349 -0.02021 3.04994
Cl2 5.07933 -0.97800 3.11161
C8 2.41402 -0.72153 2.67054
O2 2.39351 -1.92095 2.37462
C9 0.19373 -2.65103 0.26303
C10 0.03562 -1.27096 -0.27445
C11 1.26314 -0.56927 -0.74459
C12 -1.23480 -0.75716 -0.48608
N3 -1.64083 -0.09706 -1.61073
C13 -2.98711 0.49479 -1.52615
C14 -3.21066 1.43627 -2.69663
O3 -2.90241 0.80783 -3.94327
C15 -1.54486 0.36950 -4.02087
C16 -1.20771 -0.62260 -2.91785
H1 1.05677 -2.70920 0.94230
H2 -0.69930 -2.96132 0.81843
H3 0.35948 -3.36725 -0.56332
H4 2.04933 -0.65929 0.01836
H5 1.66699 -1.02706 -1.66044
H6 1.07151 0.49893 -0.91350
H7 -1.99784 -0.85190 0.29620
H8 -3.75423 -0.30215 -1.54163
H9 -3.05259 1.04478 -0.57923
H10 -4.27686 1.68735 -2.77253
H11 -2.60670 2.35142 -2.54238
H12 -1.48589 -0.12194 -5.00217
H13 -0.83862 1.22437 -3.97095
H14 -0.12597 -0.79878 -2.90599
H15 -1.72047 -1.58248 -3.14193

HOMO	-7.129	eV
multiplicity	1
charge	0
SMILES string	N#CC1=C(C#N)C(=O)C(Cl)=C(Cl)C1=O.CC(C)=CN1CCOCC1
Kohn-Sham gap	3.7985	eV
M	368.22	g mol⁻¹
largest force on an atom	3.64	eV/Å
LUMO energy	-3.330	eV

Atom charges from the natural (NBO) analysis, given in e for atoms 1 to 5: -0.22 0.24 -0.05 -0.13 0.24



Computed, not measured: an isolated molecule of C16H15Cl2N3O3 at a distorted geometry, with wB97M-V/def2-TZVPD.

Geometry (Å):
N1 -4.23455 1.95476 -0.13497
C1 -3.08800 2.62872 0.14078
N2 -2.06570 2.26104 0.81244
O1 -1.93013 1.00108 1.41726
C2 -2.22097 -0.15934 0.84995
O2 -2.74758 -0.31134 -0.23093
C3 -1.80326 -1.28515 1.77159
C4 -1.83747 -2.63836 1.06638
C5 -0.72616 -2.75047 0.02671
O3 0.50829 -2.68081 0.71610
C6 1.66032 -2.70020 0.01251
C7 1.76370 -2.81820 -1.36967
C8 3.00138 -2.83114 -1.99144
C9 4.15396 -2.72661 -1.23464
Cl1 5.69817 -2.74466 -2.00523
C10 4.08397 -2.60679 0.14602
C11 2.84604 -2.59369 0.75593
Cl2 2.73401 -2.44367 2.46762
C12 -3.01093 4.03869 -0.31118
C13 -1.78666 4.60486 -0.65588
C14 -1.76558 5.92222 -1.08408
N3 -2.84798 6.67578 -1.17958
C15 -4.00680 6.14244 -0.83846
C16 -4.14993 4.83414 -0.40193
H1 -4.84266 2.35967 -0.82895
H2 -4.18084 0.94292 -0.15469
H3 -2.48559 -1.28209 2.62420
H4 -0.80153 -1.07709 2.14824
H5 -1.70963 -3.43040 1.80417
H6 -2.79565 -2.76945 0.56272
H7 -0.80800 -1.93074 -0.69684
H8 -0.80672 -3.70644 -0.50730
H9 0.87647 -2.90129 -1.97579
H10 3.06405 -2.92317 -3.06382
H11 4.98001 -2.52373 0.73916
H12 -0.88665 4.01790 -0.58460
H13 -0.83791 6.40134 -1.36746
H14 -4.86514 6.79640 -0.92022
H15 -5.12146 4.46057 -0.11542

HOMO	-8.633	eV
multiplicity	1
charge	0
SMILES string	N/C(=N\OC(=O)CCCOc1ccc(Cl)cc1Cl)c1ccncc1
Kohn-Sham gap	9.0571	eV
M	368.22	g mol⁻¹
largest force on an atom	1.34	eV/Å
LUMO energy	0.424	eV

Atom charges from the natural (NBO) analysis, given in e for atoms 1 to 5: -0.81 0.39 -0.21 -0.36 0.79